A molecular structure, C6F18KN3O12S6, computed with wB97M-V/def2-TZVPD.

As for the charge: -2. For the energy above the lowest of the compared OMol25 structures with the same formula, charge and spin, the calculation gives 450.2 kJ/mol. The value obtained for the calculated total energy is -165511.6125 eV.

Geometry as XYZ:
```
46
Properties=species:S:1:pos:R:3:forces:R:3:mulliken_charge:R:1
K -0.80710 1.29930 0.59644 0.2955 -0.1755 -0.0192 0.937
C 3.29281 1.41208 -4.71047 0.0019 -0.0937 1.1430 0.614
F 2.19452 2.15120 -4.92133 0.7544 -0.2957 -0.5510 -0.219
F 4.12169 1.39492 -5.80402 -1.4033 0.0202 1.3320 -0.223
F 3.96777 2.03065 -3.68635 -0.3621 -0.7850 -1.1403 -0.235
S 2.74169 -0.37125 -4.08270 0.6507 -0.5274 0.3550 0.897
O 3.97272 -1.13803 -4.29218 -1.7562 0.8797 -0.2221 -0.628
O 2.29523 -0.25034 -2.66950 1.0496 0.1537 -3.2301 -0.500
N 1.51347 -0.73841 -5.26953 3.1061 0.7768 1.9018 -0.446
S 0.21667 -1.00545 -4.44233 -1.9345 -0.5935 3.6387 1.061
O 0.15651 -2.33617 -3.77472 -0.3358 2.3679 -2.2243 -0.605
O -0.13853 0.10476 -3.53350 -0.5287 -0.9201 -1.4419 -0.643
C -1.04998 -0.83390 -5.86727 1.7033 -1.5808 1.1858 0.577
F -0.80393 -1.84254 -6.71958 -0.0810 0.4138 -0.5919 -0.231
F -2.26058 -1.04208 -5.38162 -0.5130 0.6160 -0.0049 -0.205
F -0.93872 0.33960 -6.47402 -0.4110 -0.2260 -0.0393 -0.201
C -2.10508 4.06302 3.82508 2.9214 1.4517 -2.1670 0.636
F -2.23616 2.76273 3.73948 -0.8205 -0.8048 0.4362 -0.207
F -2.35635 4.56807 2.56994 -0.2662 -0.2443 1.0758 -0.245
F -2.88875 4.64388 4.69576 -0.1787 -0.4199 0.1385 -0.196
S -0.19755 4.40361 4.19589 0.2739 0.5117 1.5730 0.907
O -0.14935 5.81943 4.65123 -0.3501 -2.7188 -1.6401 -0.584
O 0.11769 3.41662 5.22862 -0.4754 0.7495 -1.5885 -0.632
N 0.59714 3.98327 2.69310 -2.1112 -0.0517 3.1688 -0.329
S 1.48822 5.22139 2.35050 0.6742 3.1075 -2.0556 1.020
O 0.73096 6.18935 1.49905 1.9483 -1.5461 1.7909 -0.655
O 2.34454 5.69457 3.43438 -0.7161 -0.3481 -1.3015 -0.619
C 2.71250 4.45323 1.09747 -1.6183 -0.8768 -0.5837 0.601
F 3.65965 5.31340 0.76736 -0.0157 -0.1956 0.2767 -0.203
F 3.26030 3.27507 1.49101 -0.3524 1.1834 -0.2351 -0.209
F 1.96250 4.19944 -0.03858 0.9098 -0.0374 0.9467 -0.247
C -4.22107 -4.10939 3.06987 0.8931 -1.0056 1.0828 0.578
F -4.36904 -5.42714 2.90349 -0.2128 0.0494 0.0257 -0.222
F -5.37474 -3.52130 2.80550 0.2080 0.3525 -0.4828 -0.204
F -3.96359 -3.89148 4.38993 0.0839 -0.0246 -0.9975 -0.225
S -2.77562 -3.57808 1.96363 1.1123 1.8965 0.5140 1.056
O -3.30128 -3.55225 0.60682 0.0288 -0.2690 1.7156 -0.594
O -2.33108 -2.28136 2.53343 -1.1024 -2.3292 -0.6061 -0.623
N -1.58457 -4.84436 2.23326 -5.1383 2.3869 3.3862 -0.422
S -0.72621 -4.59765 1.04496 3.7899 -2.9102 -6.8799 1.021
O -1.19167 -5.33410 -0.15472 1.0961 0.7173 1.8109 -0.681
O -0.29460 -3.25639 0.75196 0.3093 0.2317 0.6958 -0.578
C 0.89709 -5.56367 1.60266 -1.8606 1.2739 -1.3607 0.553
F 1.24791 -5.06061 2.79421 0.3468 -1.0870 -0.0418 -0.222
F 0.73223 -6.91765 1.58142 0.4271 1.3397 0.7081 -0.217
F 1.84166 -5.24582 0.70607 -0.0401 -0.4130 0.5032 -0.210
```
Positions in Å, forces in eV/Å.